w.
C5H5FN2 as an isolated structure, computed with ωB97M-V with the def2-TZVPD basis set.

Lowest unoccupied orbital energy (eV): 0.71
Net charge: 0

Element x y z (Å)
C1 0.2416 -0.1834 -1.3524
C2 -0.7017 -0.4145 -0.2758
C3 -0.2010 -0.5197 1.1682
C4 1.4807 0.3069 -1.1565
C5 -1.1751 0.6774 0.7332
N1 1.1081 -0.2419 1.4567
N2 1.9663 0.1747 0.7476
F1 2.4523 0.5924 -2.0455
H1 -0.1833 -0.3865 -2.2883
H2 -1.4333 -0.9733 -0.6265
H3 -0.6077 -1.2580 1.8375
H4 -0.8719 1.7235 0.6223
H5 -2.0751 0.5023 1.1795

Here are the natural (NBO) charges for atoms 1 to 8, given in e:
1 C -0.364
2 C -0.238
3 C -0.111
4 C 0.432
5 C -0.367
6 N -0.112
7 N -0.028
8 F -0.317

x.
A single C5H5FN2 molecule, computed with ωB97M-V with the def2-TZVPD basis set.

Lowest unoccupied orbital energy (eV): 0.27
Net charge: 0
SMILES string: [H]/N=C1/NC(=C)C=C1F

Element x y z (Å)
C1 -0.7486 -0.7623 -0.0446
C2 0.5545 -1.1633 0.1163
C3 1.4101 0.0765 -0.0268
C4 2.7203 -0.0658 0.0952
C5 -0.7498 0.7412 -0.0974
H1 1.0648 -2.1930 0.3129
H2 3.1897 -1.0412 0.0746
H3 3.3061 0.8972 -0.1931
H4 0.7630 2.1790 -0.2195
H5 -2.8048 1.2822 0.3471
N1 0.5307 1.1177 -0.1415
N2 -1.7115 1.6082 0.1755
F1 -1.8191 -1.4626 -0.0907

Here are the natural (NBO) charges for atoms 1 to 8, given in e:
1 C 0.353
2 C -0.289
3 C 0.156
4 C -0.462
5 C 0.356
6 H 0.243
7 H 0.222
8 H 0.201

Quick one: most stable of them? x

w.
A single C2H2N4O molecule, computed with ωB97M-V with the def2-TZVPD basis set.

Lowest unoccupied orbital energy (eV): -1.32
Net charge: 0
SMILES string: O=Cn1cnnn1

Element x y z (Å)
C1 -0.5071 0.3735 1.4999
C2 -0.4157 -0.3248 -0.9075
H1 0.3230 0.1235 2.3846
H2 -1.4504 -0.9888 -1.0235
N1 0.1686 0.1106 0.2312
N2 0.5020 -0.3870 -1.9739
N3 1.6359 0.1824 -1.4526
N4 1.5755 0.3899 -0.1842
O1 -1.8318 0.5207 1.4260

Here are the natural (NBO) charges for atoms 1 to 8, given in e:
1 C 0.524
2 C 0.200
3 H 0.214
4 H 0.267
5 N -0.355
6 N -0.294
7 N -0.012
8 N -0.041

x.
A single C2H2N4O molecule, computed with ωB97M-V with the def2-TZVPD basis set.

Lowest unoccupied orbital energy (alpha / beta) (eV): -0.39 / -0.39
Net charge: 0

Element x y z (Å)
C1 -0.6932 -1.4245 -0.1325
C2 0.7972 1.5817 -0.2113
N1 0.4995 -0.7746 -0.1731
N2 -1.8238 -0.8269 -0.1342
N3 0.5978 0.4372 -0.0389
N4 -2.4436 0.1195 0.3504
O1 -3.1644 0.9194 -0.2104
H1 -0.6376 -2.4971 -0.1900
H2 1.0564 2.5012 0.2318

Here are the natural (NBO) charges for atoms 1 to 8, given in e:
1 C 0.215
2 C 0.077
3 N -0.340
4 N -0.243
5 N 0.002
6 N 0.228
7 O -0.388
8 H 0.207

Quick one: most stable of them? w

w.
A 2-piece molecular cluster, C2H2N4O overall, computed with ωB97M-V with the def2-TZVPD basis set.

Lowest unoccupied orbital energy (alpha / beta) (eV): -1.43 / -1.43
Net charge: 0
SMILES string: N#CN=O.N#CN

Element x y z (Å)
C1 -2.1312 -0.8844 -0.2287
C2 1.0634 0.2897 -0.2678
N1 -1.9147 -1.9350 -0.6681
N2 -0.0427 0.3435 -0.5747
N3 -2.4979 0.2693 0.2129
N4 2.3370 0.3296 0.1035
O1 -2.0723 1.0212 1.0397
H1 2.8277 0.9610 -0.4246
H2 2.4307 -0.3950 0.8078

Here are the natural (NBO) charges for atoms 1 to 8, given in e:
1 C 0.329
2 C 0.445
3 N -0.252
4 N -0.449
5 N 0.082
6 N -0.868
7 O -0.164
8 H 0.432

x.
A single C2H2N4O molecule, computed with ωB97M-V with the def2-TZVPD basis set.

Lowest unoccupied orbital energy (eV): -2.04
Net charge: 0
SMILES string: [H]/N=c1/nncno1

Element x y z (Å)
C1 1.0177 0.2545 -0.3103
C2 -1.6828 -0.0065 0.2386
H1 2.6693 -0.9021 0.7299
H2 -2.8031 -0.0032 0.4462
N1 2.2840 0.1504 0.2199
N2 0.2497 1.4332 -0.5245
N3 -1.0289 1.2857 -0.0683
N4 -1.0581 -1.1258 -0.2253
O1 0.3522 -1.0862 -0.5062

Here are the natural (NBO) charges for atoms 1 to 8, given in e:
1 C 0.558
2 C 0.055
3 H 0.403
4 H 0.251
5 N -0.646
6 N -0.134
7 N -0.127
8 N -0.024

Quick one: most stable of them? w

w.
A 2-piece molecular cluster, C4H9BrN3O overall, computed with ωB97M-V with the def2-TZVPD basis set.

Lowest unoccupied orbital energy (eV): -5.41
Net charge: +1

Element x y z (Å)
C1 1.3525 0.6162 0.1203
C2 0.3130 1.1313 -1.9685
C3 2.5734 0.5112 0.9816
C4 -1.8949 -0.7714 0.7136
N1 1.4014 0.7597 -1.1297
N2 -1.7160 -2.0421 0.6556
N3 -3.0342 -0.1793 0.6946
O1 -0.7583 1.4262 -1.5476
Br1 0.7929 0.9089 -3.8169
H1 0.4331 0.6167 0.6608
H2 2.5344 -0.3140 1.7679
H3 3.4821 0.2112 0.2881
H4 2.6166 1.4138 1.5185
H5 -0.7202 -2.3398 0.6891
H6 -2.5099 -2.7345 0.3539
H7 -3.3113 0.7769 0.7951
H8 -3.8907 -0.7700 0.7087
H9 2.3360 0.7789 -1.4851

Here are the natural (NBO) charges for atoms 1 to 8, given in e:
1 C 0.356
2 C 0.585
3 C -0.702
4 C 0.127
5 N -0.536
6 N -0.802
7 N -0.780
8 O -0.414

x.
An isolated ion of composition C4H9BrN3O and charge +1, computed with ωB97M-V with the def2-TZVPD basis set.

Lowest unoccupied orbital energy (eV): -3.61
Net charge: +1
SMILES string: CN/[NH+]=C(\O)N/C=C/Br

Element x y z (Å)
C1 -0.0404 0.1485 1.0898
C2 2.3794 -0.0194 0.8940
C3 2.3528 -1.1288 0.0952
C4 -2.2229 0.6907 -1.4204
N1 1.1839 0.3568 1.6273
N2 -0.1524 0.0195 -0.2536
N3 -1.4747 -0.2236 -0.6034
O1 -1.1198 0.0534 1.7685
Br1 3.5751 -1.2075 -1.2531
H1 -1.7948 0.1009 1.0025
H2 3.2046 0.5989 1.1955
H3 1.5236 -1.8392 -0.0187
H4 -3.2430 0.2241 -1.5727
H5 -2.4354 1.6710 -1.0362
H6 -1.9567 0.9560 -2.4574
H7 1.3449 0.5487 2.6402
H8 0.5052 0.2611 -0.9469
H9 -1.6295 -1.2113 -0.7506

Here are the natural (NBO) charges for atoms 1 to 8, given in e:
1 C 0.807
2 C -0.074
3 C -0.328
4 C -0.463
5 N -0.583
6 N -0.441
7 N -0.484
8 O -0.572

Quick one: most stable of them? x

w.
C2H3Cl2O2P as an isolated structure, computed with ωB97M-V with the def2-TZVPD basis set.

Lowest unoccupied orbital energy (eV): 0.46
Net charge: 0

Element x y z (Å)
C1 -0.2397 0.2341 1.8212
C2 0.4817 -0.5890 1.0635
O1 -0.7665 -0.5032 -2.9115
O2 -0.0193 0.9341 -1.1414
P1 0.4085 -0.3107 -2.0397
Cl1 -0.3788 -1.7061 0.0453
Cl2 2.1547 -0.7862 0.8373
H1 -1.2004 0.3606 1.6028
H2 -0.7388 1.3444 -1.6196
H3 0.2985 1.0221 2.3421

Here are the natural (NBO) charges for atoms 1 to 8, given in e:
1 C -0.398
2 C -0.090
3 O -1.078
4 O -1.027
5 P 1.506
6 Cl 0.055
7 Cl 0.082
8 H 0.218

x.
A single C2H3Cl2O2P molecule, computed with ωB97M-V with the def2-TZVPD basis set.

Lowest unoccupied orbital energy (alpha / beta) (eV): -0.07 / 0.30
Net charge: 0

Element x y z (Å)
C1 0.3948 0.9064 -0.4746
C2 1.7044 -0.8694 0.2382
O1 -0.7209 0.0950 -0.6030
O2 1.5664 0.4238 -0.0533
P1 -1.9022 0.0676 0.5983
Cl1 0.1804 2.4340 0.2767
Cl2 3.3858 -1.2509 0.2062
H1 0.7967 -1.5564 0.1851
H2 -2.5898 -0.9666 -0.1376
H3 -2.8157 0.7166 -0.2359

Here are the natural (NBO) charges for atoms 1 to 8, given in e:
1 C 0.464
2 C 0.007
3 O -0.780
4 O -0.448
5 P 0.620
6 Cl -0.011
7 Cl 0.017
8 H 0.216

Quick one: most stable of them? w

w.
A 3-piece molecular cluster, C3H4INO overall, computed with ωB97M-V with the def2-TZVPD basis set.

Lowest unoccupied orbital energy (eV): 0.52
Net charge: 0

Element x y z (Å)
C1 -0.1069 -0.3724 0.1664
C2 2.3244 -2.8872 1.8780
C3 -0.9491 -0.1097 -0.9704
N1 0.6843 -0.6979 0.9338
O1 2.7519 -3.6268 1.1485
I1 2.6461 0.0998 3.9001
H1 1.5675 -0.7766 2.9471
H2 -1.4538 0.8961 -0.8567
H3 -1.6372 -0.8504 -0.8842
H4 -0.1975 -0.1375 -1.8038

Here are the natural (NBO) charges for atoms 1 to 8, given in e:
1 C 0.325
2 C 0.518
3 C -0.714
4 N -0.372
5 O -0.510
6 I -0.169
7 H 0.144
8 H 0.259

x.
A single C3H4INO molecule, computed with ωB97M-V with the def2-TZVPD basis set.

Lowest unoccupied orbital energy (eV): -0.40
Net charge: 0
SMILES string: [H]/N=C(/C=C)OI

Element x y z (Å)
C1 1.6875 0.3780 -0.6618
C2 0.9969 -0.4569 0.1367
C3 -0.4054 -0.2741 0.4440
N1 -1.1848 -0.5492 1.3654
O1 -1.0945 0.4560 -0.8601
I1 -3.0352 0.8280 -0.7791
H1 2.6649 0.0937 -0.7628
H2 1.2668 1.1569 -1.0897
H3 1.2600 -1.2634 0.7586
H4 -2.1562 -0.3688 1.4489

Here are the natural (NBO) charges for atoms 1 to 8, given in e:
1 C -0.254
2 C -0.296
3 C 0.577
4 N -0.661
5 O -0.812
6 I 0.404
7 H 0.199
8 H 0.211

Quick one: most stable of them? w

w.
A single C16H24N2O4S molecule, computed with ωB97M-V with the def2-TZVPD basis set.

Lowest unoccupied orbital energy (eV): 0.67
Net charge: 0
SMILES string: CCOC(=O)N1CCN(S(=O)(=O)c2c(C)cc(C)cc2C)CC1

Element x y z (Å)
C1 -3.4575 -2.0032 -1.8832
C2 -4.5482 -1.2198 -1.1680
H1 -5.0439 -1.8499 -0.4222
H2 -5.2849 -0.8220 -1.8703
O1 -4.0050 -0.0724 -0.5157
C3 -3.4202 -0.3077 0.6762
O2 -3.4805 -1.3488 1.2785
N1 -2.8372 0.8196 1.1822
C4 -2.7891 2.0683 0.4607
H3 -2.7923 2.8700 1.2076
C5 -1.5114 2.1418 -0.3941
N2 -0.4533 1.3335 0.1791
S1 -0.1365 -0.1424 -0.5842
O3 -0.8441 -1.2138 0.0517
O4 -0.3839 0.0441 -1.9871
C6 1.6347 -0.2668 -0.2828
C7 2.4359 0.7670 -0.7675
C8 3.8047 0.7135 -0.5395
C9 4.3871 -0.3383 0.1519
C10 3.5669 -1.3576 0.6090
C11 2.1914 -1.3478 0.4007
C12 1.3883 -2.5016 0.9095
H4 0.8455 -2.9766 0.0958
H5 2.0398 -3.2345 1.3805
H6 0.6406 -2.1756 1.6286
H7 4.0068 -2.1896 1.1396
C13 5.8678 -0.3846 0.3685
H8 6.2686 0.6150 0.5188
H9 6.1167 -1.0010 1.2286
H10 6.3549 -0.8130 -0.5076
H11 4.4298 1.5117 -0.9131
C14 1.8735 1.9317 -1.5167
H12 1.4357 2.6453 -0.8212
H13 2.6590 2.4319 -2.0785
H14 1.0929 1.6043 -2.1956
C15 -0.4680 1.2480 1.6200
C16 -1.7908 0.6616 2.1679
H15 -2.0738 1.1720 3.0964
H16 -1.7009 -0.4086 2.3590
H17 0.3778 0.6240 1.9134
H18 -0.3049 2.2578 2.0114
H19 -1.6882 1.7484 -1.3955
H20 -1.1650 3.1795 -0.4768
H21 -3.6774 2.1593 -0.1619
H22 -2.9529 -1.3714 -2.6106
H23 -2.7196 -2.3369 -1.1575
H24 -3.8890 -2.8645 -2.3857

Here are the natural (NBO) charges for atoms 1 to 8, given in e:
1 C -0.642
2 C -0.066
3 H 0.199
4 H 0.183
5 O -0.535
6 C 0.914
7 O -0.647
8 N -0.461

x.
A single C16H24N2O4S molecule, computed with ωB97M-V with the def2-TZVPD basis set.

Lowest unoccupied orbital energy (eV): 0.53
Net charge: 0
SMILES string: CCS(=O)(=O)N1CCC(C(=O)NCc2ccc(OC)cc2)CC1

Element x y z (Å)
C1 -4.4376 1.3713 -1.3670
C2 -3.7750 1.7389 -0.0563
H1 -4.2550 2.5795 0.4345
H2 -3.7035 0.8890 0.6150
S1 -2.0826 2.2890 -0.4247
O1 -2.1433 3.3574 -1.3750
O2 -1.2983 1.1361 -0.8029
N1 -1.6097 2.9635 1.0477
C3 -0.5746 3.9719 0.8894
C4 0.7291 3.3310 0.4241
H3 1.5184 4.0825 0.3708
H4 0.5585 2.9509 -0.5841
C5 1.1766 2.1996 1.3633
C6 2.2510 1.3500 0.6725
O3 3.3753 1.2250 1.1128
N2 1.8213 0.7813 -0.4697
H5 0.8480 0.8677 -0.7319
C7 2.5940 -0.2011 -1.1979
C8 2.0355 -1.5905 -1.0126
C9 2.8413 -2.6326 -0.5857
C10 2.3346 -3.9102 -0.4090
C11 0.9901 -4.1603 -0.6528
C12 0.1712 -3.1115 -1.0746
C13 0.6878 -1.8468 -1.2543
H6 0.0329 -1.0503 -1.5781
H7 -0.8714 -3.3186 -1.2578
O4 0.3794 -5.3718 -0.5109
C14 1.1554 -6.4688 -0.0962
H8 1.5831 -6.3067 0.8987
H9 1.9603 -6.6842 -0.8066
H10 0.4726 -7.3163 -0.0596
H11 2.9971 -4.6942 -0.0776
H12 3.8865 -2.4499 -0.3840
H13 3.6175 -0.1472 -0.8205
H14 2.5886 0.0654 -2.2617
C15 0.0355 1.2664 1.8064
C16 -1.2632 2.0204 2.0930
H15 -1.1816 2.5941 3.0218
H16 -2.0886 1.3143 2.1999
H17 -0.1697 0.5293 1.0313
H18 0.3461 0.7266 2.7030
H19 1.6318 2.6473 2.2527
H20 -0.4538 4.4795 1.8502
H21 -0.9347 4.6846 0.1472
H22 -5.4694 1.0637 -1.2108
H23 -4.4165 2.2283 -2.0356
H24 -3.8914 0.5567 -1.8368

Here are the natural (NBO) charges for atoms 1 to 8, given in e:
1 C -0.625
2 C -0.632
3 H 0.242
4 H 0.232
5 S 2.299
6 O -0.947
7 O -0.986
8 N -0.667

Quick one: most stable of them? w

w.
A 2-piece molecular cluster, C2H4N4O overall, computed with ωB97M-V with the def2-TZVPD basis set.

Lowest unoccupied orbital energy (alpha / beta) (eV): -0.47 / -0.47
Net charge: 0

Element x y z (Å)
N1 0.5816 -1.8650 1.0684
C1 1.5230 -0.9864 0.6933
N2 -2.5605 0.1307 -0.6854
N3 -1.6863 0.9710 -0.9018
C2 -0.4026 0.8568 -0.2513
O1 0.4020 1.6345 -0.9086
N4 2.3154 -0.2344 0.2937
H1 -0.3481 -1.5183 0.8376
H2 0.6604 -2.2019 2.0197
H3 -1.7892 1.7250 -1.6174
H4 1.3043 1.4880 -0.5480

Here are the natural (NBO) charges for atoms 1 to 8, given in e:
1 N -0.853
2 C 0.485
3 N -0.170
4 N -0.384
5 C 0.348
6 O -0.652
7 N -0.481
8 H 0.432

x.
A single C2H4N4O molecule, computed with ωB97M-V with the def2-TZVPD basis set.

Lowest unoccupied orbital energy (alpha / beta) (eV): -1.01 / -0.98
Net charge: 0

Element x y z (Å)
N1 2.1188 0.4056 0.2928
C1 1.0260 -0.0252 -0.3163
N2 0.7089 -1.0506 -0.9723
N3 -0.9718 -0.7761 0.9838
C2 -1.1894 0.0340 0.0361
O1 -2.4002 0.2503 -0.5098
N4 -0.1177 0.6820 -0.5935
H1 2.8662 -0.2547 0.3998
H2 2.0877 1.2511 0.8322
H3 -1.7961 -1.3393 1.1328
H4 -2.3323 0.8228 -1.2856

Here are the natural (NBO) charges for atoms 1 to 8, given in e:
1 N -0.789
2 C 0.465
3 N -0.171
4 N -0.732
5 C 0.648
6 O -0.675
7 N -0.421
8 H 0.410

Quick one: most stable of them? x